# 1
This record from OMol25 describes a molecular structure, C4H7NO4P at a distorted geometry. The level of theory is ωB97M-V/def2-TZVPD.

Output
- Frontier orbital gap: 9.87 eV
- Charge: +1
- DFT total energy: -853.35582 Ha
- Energy relative to the best compared isomer or geometry (same formula, charge and spin): 257.55 kJ/mol

```
17
Properties=species:S:1:pos:R:3:lowdin_charge:R:1
C 1.8604 -0.0667 -0.0171 -0.5954
C -2.5009 0.0902 -0.7471 -0.1021
C -2.4843 -0.2266 0.7207 -0.1386
C 3.2653 -0.6995 0.0072 0.0876
N 2.2386 1.0711 -0.2829 0.3934
O 0.7515 -0.5550 0.2987 0.0617
O -1.0877 0.3330 -1.0957 -0.1231
O -1.4843 0.6349 1.2351 -0.0698
O 0.4088 2.0870 0.2698 -0.1204
P -0.4250 0.8658 0.1970 0.5676
H -2.6254 -0.7910 -1.3765 0.1499
H -2.9733 1.0772 -1.0154 0.1669
H -3.4684 -0.0524 1.0695 0.1354
H -2.0661 -1.3294 0.8479 0.1907
H 4.0666 0.1030 -0.0303 0.1426
H 3.2177 -1.3340 -0.9849 0.1682
H 3.3064 -1.2075 0.9040 0.0857
```



# 2
This record from OMol25 describes C4H7NOS in the gas phase at a distorted geometry. The level of theory is ωB97M-V/def2-TZVPD.

Output
- SMILES: CN/C=C\C(O)=S
- Frontier orbital gap: 8.23 eV
- DFT total energy: -684.71777 Ha
- Energy relative to the best compared isomer or geometry (same formula, charge and spin): 234.46 kJ/mol

```
14
Properties=species:S:1:pos:R:3:lowdin_charge:R:1
C 1.0533 -0.9420 -2.0096 -0.0472
N 0.4929 -0.4513 -0.6306 -0.0735
C 0.1504 0.8083 -0.3412 -0.1761
C -0.6936 1.2129 0.6861 -0.1572
C -0.8372 0.4470 1.9445 -0.8577
O -0.7486 -0.8841 1.8165 0.0042
S -1.1688 1.2559 3.3933 0.5984
H 2.0971 -1.0685 -1.8616 0.0390
H 0.5144 -1.8114 -2.4615 0.0747
H 0.8339 0.0096 -2.8142 0.1351
H -0.0449 -1.2634 -0.1946 0.1466
H 0.3825 1.7560 -1.0857 0.1724
H -1.0432 2.2363 0.9636 0.0807
H -0.9883 -1.3053 2.5951 0.0605
```